Here is C41H51Br8NO29V as an isolated structure at a distorted geometry from OMol25. Energies are from the ωB97M-V functional and the def2-TZVPD basis.

Geometry (Å):
O (14.8228, 13.4681, 14.2574)
V (16.1148, 12.6000, 14.6946)
O (15.8790, 12.1579, 16.2170)
C (16.6141, 9.3900, 12.0701)
C (16.7172, 10.4579, 12.8829)
C (17.9978, 11.2162, 13.0488)
O (17.8498, 12.2613, 13.8446)
C (19.2006, 10.8191, 12.5111)
C (19.1690, 9.7101, 11.6106)
C (17.8298, 8.9319, 11.4803)
O (17.8831, 7.8446, 10.9687)
O (20.0745, 9.2930, 10.9497)
O (15.6408, 11.0781, 13.4775)
H (15.6939, 8.8250, 12.0205)
H (20.1074, 11.3746, 12.6609)
C (17.6582, 8.2833, 19.3192)
C (18.2004, 8.2268, 20.7610)
O (18.4415, 9.6320, 21.0865)
C (18.5292, 10.3484, 19.9406)
O (18.9537, 11.4199, 19.7747)
O (17.9416, 9.6149, 18.9128)
H (16.5810, 8.1441, 19.3005)
H (18.0847, 7.5774, 18.6267)
H (19.0918, 7.6467, 20.8815)
H (17.4095, 7.8476, 21.3910)
C (11.3902, 11.4608, 12.6037)
C (11.9382, 12.8337, 13.1471)
O (10.8021, 13.3507, 13.8415)
C (10.0007, 12.2966, 14.2018)
O (8.9600, 12.3726, 14.7702)
O (10.4039, 11.1329, 13.6717)
H (12.1050, 10.6390, 12.4764)
H (11.0268, 11.7219, 11.5972)
H (12.1210, 13.5190, 12.3564)
H (12.7519, 12.9158, 13.9066)
C (13.5003, 15.3123, 10.9792)
C (12.1294, 15.9438, 10.9206)
O (12.4197, 17.3505, 10.6196)
C (13.7650, 17.5259, 10.7831)
O (14.2291, 18.6199, 10.9236)
O (14.4067, 16.4147, 10.9748)
H (13.6905, 14.6516, 10.0828)
H (13.5887, 14.7418, 11.8941)
H (11.6453, 15.9412, 11.9095)
H (11.4951, 15.7014, 10.0973)
C (19.7389, 15.2719, 16.9018)
C (19.8397, 13.7192, 16.7758)
O (18.5500, 13.3568, 16.3815)
C (18.0231, 14.4533, 15.7053)
O (17.1718, 14.4458, 14.8836)
O (18.7715, 15.5420, 15.9719)
H (20.6637, 15.7865, 16.7528)
H (19.4380, 15.6404, 17.9005)
H (20.1460, 13.3080, 17.6882)
H (20.5021, 13.5504, 15.9571)
C (19.0730, 9.1785, 15.6111)
C (20.3065, 10.0406, 15.4689)
O (20.9959, 9.7368, 16.6724)
C (20.4844, 8.5827, 17.2249)
O (20.8631, 8.0920, 18.2548)
O (19.4257, 8.1763, 16.5547)
H (18.8820, 8.6925, 14.6609)
H (18.2030, 9.7009, 15.9415)
H (19.9231, 11.1156, 15.3807)
H (20.9180, 9.6522, 14.6714)
C (13.6170, 16.3731, 14.9551)
C (13.3266, 17.0153, 16.2777)
O (12.0540, 16.4851, 16.4870)
C (11.4341, 16.2866, 15.2998)
O (10.2397, 16.1201, 15.1499)
O (12.3691, 16.3636, 14.3078)
H (14.0153, 15.3485, 14.9957)
H (14.2481, 17.1033, 14.4022)
H (13.2420, 18.1002, 16.1765)
H (14.0775, 16.8115, 17.0966)
C (16.4282, 14.0929, 20.3315)
C (16.6888, 13.4915, 18.9851)
O (17.2686, 14.6006, 18.2722)
C (16.8806, 15.7538, 18.8492)
O (16.9516, 16.7963, 18.3601)
O (16.4286, 15.4923, 20.0995)
H (17.2284, 13.8678, 21.0348)
H (15.4314, 13.7340, 20.6533)
H (15.7497, 13.2788, 18.5270)
H (17.3543, 12.6494, 18.9813)
Br (12.2748, 13.3268, 18.4557)
C (10.3602, 13.4786, 17.9168)
C (9.7352, 14.4798, 18.8692)
Br (7.8261, 14.7426, 18.6523)
H (9.8211, 12.5271, 17.9226)
H (10.2805, 13.8017, 16.8642)
H (10.2112, 15.4910, 18.7431)
H (9.9201, 14.1458, 19.8844)
Br (6.6639, 17.3537, 14.4609)
C (6.8553, 16.2269, 12.8244)
C (8.1003, 15.3325, 12.9934)
Br (8.3472, 14.2910, 11.4144)
H (6.9085, 16.9432, 12.0409)
H (5.9463, 15.5848, 12.8533)
H (7.8230, 14.7557, 13.8759)
H (8.9854, 15.9619, 13.1408)
Br (13.5588, 8.1469, 15.0929)
C (13.9655, 9.9299, 15.9812)
C (14.6110, 9.7275, 17.3350)
Br (13.4966, 9.0397, 18.6724)
H (13.0940, 10.5713, 15.9754)
H (14.7520, 10.1112, 15.3884)
H (14.9473, 10.7298, 17.6701)
H (15.4687, 9.0925, 17.3049)
Br (13.6129, 11.1313, 10.3109)
C (14.9576, 10.3681, 8.9914)
C (16.0129, 11.4500, 8.7956)
Br (17.0865, 10.8279, 7.2449)
H (14.5094, 10.0285, 8.0468)
H (15.4295, 9.5456, 9.5562)
H (16.7356, 11.6010, 9.6176)
H (15.6177, 12.3954, 8.4311)
C (19.5290, 12.7378, 9.8299)
C (18.9887, 13.7506, 10.6984)
C (18.4507, 14.8967, 10.1538)
C (18.2490, 14.9057, 8.7981)
C (18.6907, 13.9641, 7.9131)
C (19.4846, 12.9162, 8.4111)
N (17.4625, 16.0637, 8.1852)
O (16.8736, 15.8018, 7.1822)
O (17.3669, 17.1252, 8.7779)
H (20.0689, 11.8598, 10.1733)
H (19.1385, 13.6523, 11.8117)
H (18.0926, 15.7559, 10.7739)
H (18.3966, 13.9967, 6.8191)
H (19.8753, 12.1424, 7.8191)

Calculated values
spin multiplicity: 1
M: 1712.01 Da
total charge: -1
HOMO energy: -6.79 eV
max |F|: 4.3 eV/A
LUMO level: 1.2 eV

Löwdin atomic charge list, values in e, 99 entries: atom 1 (O): -0.362, atom 2 (V): 0.919, atom 3 (O): -0.341, atom 4 (C): 0.018, atom 5 (C): -0.252, atom 6 (C): -0.287, atom 7 (O): -0.158, atom 8 (C): -0.004, atom 9 (C): -0.381, atom 10 (C): -0.354, atom 11 (O): 0.103, atom 12 (O): 0.096, atom 13 (O): -0.194, atom 14 (H): 0.125, atom 15 (H): 0.121, atom 16 (C): -0.119, atom 17 (C): -0.062, atom 18 (O): 0.067, atom 19 (C): -0.544, atom 20 (O): 0.175, atom 21 (O): 0.023, atom 22 (H): 0.101, atom 23 (H): 0.117, atom 24 (H): 0.121, atom 25 (H): 0.123, atom 26 (C): -0.110, atom 27 (C): -0.110, atom 28 (O): 0.004, atom 29 (C): -0.597, atom 30 (O): 0.141, atom 31 (O): 0.060, atom 32 (H): 0.063, atom 33 (H): 0.097, atom 34 (H): 0.078, atom 35 (H): 0.117, atom 36 (C): -0.109, atom 37 (C): -0.095, atom 38 (O): 0.049, atom 39 (C): -0.614, atom 40 (O): 0.141, atom 41 (O): 0.089, atom 42 (H): 0.139, atom 43 (H): 0.097, atom 44 (H): 0.117, atom 45 (H): 0.117, atom 46 (C): -0.127, atom 47 (C): -0.092, atom 48 (O): 0.017, atom 49 (C): -0.487, atom 50 (O): 0.120, atom 51 (O): 0.101, atom 52 (H): 0.128, atom 53 (H): 0.128, atom 54 (H): 0.122, atom 55 (H): 0.128, atom 56 (C): -0.106, atom 57 (C): -0.115, atom 58 (O): 0.054, atom 59 (C): -0.567, atom 60 (O): 0.139, atom 61 (O): 0.076, atom 62 (H): 0.131, atom 63 (H): 0.124, atom 64 (H): 0.141, atom 65 (H): 0.128, atom 66 (C): -0.137, atom 67 (C): -0.130, atom 68 (O): 0.033, atom 69 (C): -0.507, atom 70 (O): 0.120, atom 71 (O): 0.050, atom 72 (H): 0.109, atom 73 (H): 0.153, atom 74 (H): 0.135, atom 75 (H): 0.152, atom 76 (C): -0.112, atom 77 (C): -0.092, atom 78 (O): 0.029, atom 79 (C): -0.598, atom 80 (O): 0.206, atom 81 (O): 0.074, atom 82 (H): 0.134, atom 83 (H): 0.142, atom 84 (H): 0.100, atom 85 (H): 0.105, atom 86 (Br): 0.609, atom 87 (C): -0.636, atom 88 (C): -0.748, atom 89 (Br): 0.617, atom 90 (H): 0.067, atom 91 (H): 0.045, atom 92 (H): 0.064, atom 93 (H): 0.034, atom 94 (Br): 0.567, atom 95 (C): -0.645, atom 96 (C): -0.737, atom 97 (Br): 0.680, atom 98 (H): 0.028, atom 99 (H): 0.062